# 1
8 unconnected molecules or ions with the total composition C43H75F10NO24S10 in a non-equilibrium geometry. Source: the Open Molecules 2025 dataset; level of theory: wB97M-V/def2-TZVPD.

```
! wB97M-V def2-TZVPD RIJCOSX def2/J DEFGRID3
* xyz 0 1
C -3.913 -0.873 1.781
N -2.722 -0.012 1.760
C -2.356 0.338 0.392
C -1.487 1.657 0.355
C -2.265 2.612 -0.583
C -1.812 4.095 -0.672
S -1.440 4.937 0.885
O -2.652 5.595 1.289
O -0.426 5.908 0.599
O -2.448 2.060 -1.920
S -1.087 1.668 -2.662
O -1.408 0.630 -3.582
O -0.521 2.774 -3.349
C 0.087 0.858 -1.497
S 1.774 0.730 -2.175
O 2.175 1.862 -2.929
O 2.765 0.449 -1.181
C 1.855 -0.694 -3.394
F 1.123 -0.474 -4.464
F 3.115 -0.657 -3.804
C 1.617 -2.113 -2.753
F 2.765 -2.795 -2.825
F 1.287 -2.074 -1.468
C 0.610 -2.966 -3.592
F 0.530 -4.143 -2.970
F -0.587 -2.453 -3.616
F 1.090 -3.213 -4.779
C 0.010 1.393 -0.018
C 0.459 0.199 0.893
O 0.107 0.504 2.248
C 0.963 -0.136 3.140
C 2.324 0.447 3.475
O 0.594 -1.113 3.652
C 1.002 2.523 0.327
O 1.214 3.448 -0.738
C 2.227 4.299 -0.504
F 3.401 3.733 -0.709
F 2.252 4.783 0.731
F 2.088 5.311 -1.318
H -4.723 -0.478 1.142
H -3.673 -1.923 1.561
H -4.276 -0.873 2.815
H -3.048 0.870 2.172
H -3.311 0.551 -0.134
H -1.907 -0.502 -0.156
H -1.572 2.056 1.374
H -3.284 2.649 -0.178
H -2.670 4.652 -1.074
H -1.010 4.272 -1.400
H -1.102 4.074 1.889
H -0.290 -0.174 -1.441
H 0.063 -0.769 0.557
H 1.555 0.097 0.893
H 2.209 1.369 4.069
H 2.860 0.690 2.556
H 2.904 -0.224 4.089
H 0.705 2.992 1.275
H 1.970 2.048 0.548
C 8.102 -1.835 3.241
C 7.148 -2.494 2.234
C 5.739 -2.428 2.824
S 5.705 -0.987 3.886
O 5.510 -1.422 5.248
O 4.874 0.034 3.284
C 7.420 -0.536 3.663
H 9.084 -1.647 2.808
H 8.234 -2.489 4.107
H 7.168 -1.946 1.295
H 7.436 -3.518 2.019
H 4.985 -2.318 2.046
H 5.513 -3.300 3.436
H 7.816 -0.117 4.586
H 7.463 0.205 2.865
C -1.849 2.821 6.788
C -3.231 2.535 7.384
C -4.235 2.513 6.226
S -3.315 2.005 4.774
O -3.284 3.104 3.832
O -3.729 0.683 4.386
C -1.721 1.901 5.577
H -1.051 2.644 7.509
H -1.792 3.866 6.471
H -3.220 1.561 7.878
H -3.511 3.277 8.131
H -5.042 1.804 6.406
H -4.646 3.504 6.034
H -0.939 2.206 4.884
H -1.571 0.866 5.883
C 3.022 -2.247 -8.323
C 2.842 -1.085 -7.340
C 4.131 -0.977 -6.521
S 5.447 -1.612 -7.561
O 5.955 -2.815 -6.942
O 6.316 -0.535 -7.958
C 4.407 -2.066 -8.942
H 2.242 -2.258 -9.084
H 2.980 -3.196 -7.782
H 2.682 -0.157 -7.887
H 1.975 -1.233 -6.695
H 4.353 0.053 -6.248
H 4.090 -1.597 -5.627
H 4.789 -2.970 -9.412
H 4.421 -1.238 -9.651
C -9.897 1.183 2.299
C -8.788 1.561 3.289
C -7.794 0.395 3.332
S -7.891 -0.406 1.728
O -8.419 -1.735 1.906
O -6.669 -0.164 1.002
C -9.184 0.637 1.066
H -10.526 2.037 2.050
H -10.534 0.409 2.734
H -8.282 2.464 2.940
H -9.187 1.772 4.281
H -6.773 0.736 3.500
H -8.069 -0.336 4.088
H -9.830 0.052 0.415
H -8.706 1.438 0.501
C -6.683 -3.931 7.953
C -6.995 -3.825 6.456
C -7.592 -2.436 6.209
S -6.910 -1.363 7.477
O -7.978 -0.926 8.339
O -5.993 -0.426 6.871
C -5.976 -2.631 8.322
H -6.064 -4.799 8.177
H -7.613 -4.024 8.519
H -6.071 -3.935 5.883
H -7.677 -4.609 6.129
H -7.323 -2.049 5.229
H -8.676 -2.439 6.322
H -5.970 -2.431 9.392
H -4.958 -2.610 7.930
C 7.169 -3.827 -3.943
C 6.930 -5.244 -3.408
C 7.560 -5.323 -2.010
S 7.515 -3.650 -1.354
O 8.870 -3.183 -1.190
O 6.548 -3.566 -0.285
C 6.811 -2.888 -2.803
H 6.569 -3.618 -4.827
H 8.222 -3.705 -4.211
H 5.855 -5.425 -3.333
H 7.344 -6.002 -4.073
H 6.998 -5.982 -1.351
H 8.601 -5.639 -2.049
H 7.218 -1.886 -2.928
H 5.731 -2.840 -2.656
C 0.013 4.206 -7.546
C 0.784 3.755 -6.299
C 1.201 2.298 -6.521
S 1.356 2.085 -8.299
O 0.347 1.154 -8.741
O 2.748 1.917 -8.643
C 0.841 3.738 -8.740
H -0.135 5.285 -7.561
H -0.970 3.730 -7.564
H 1.673 4.378 -6.176
H 0.186 3.857 -5.394
H 2.156 2.073 -6.049
H 0.439 1.605 -6.165
H 0.280 3.712 -9.671
H 1.739 4.344 -8.859
*
```

The value obtained for the HOMO energy is -0.3230 hartree. The electronic energy comes out at -8524.30891 hartree. Its structure (SMILES) is CNC[C@@H]1[C@@H](C[SH](=O)=O)OS(=O)(=O)[C@@H](S(=O)(=O)C(F)(F)C(F)(F)C(F)(F)F)[C@@]1(COC(C)=O)COC(F)(F)F.O=S1(=O)CCCC1.O=S1(=O)CCCC1.O=S1(=O)CCCC1.O=S1(=O)CCCC1.O=S1(=O)CCCC1.O=S1(=O)CCCC1.O=S1(=O)CCCC1. The lowest unoccupied orbital energy comes out at 0.133 eV.

# 2
A molecular structure, C3H2N2O2 in a non-equilibrium geometry. Source: the Open Molecules 2025 dataset; level of theory: wB97M-V/def2-TZVPD.

```
! wB97M-V def2-TZVPD RIJCOSX def2/J DEFGRID3
* xyz 0 1
C 0.120 1.753 -0.848
C -0.037 -1.801 0.776
C 0.002 -0.051 0.145
N 0.428 0.770 -1.597
N 0.980 -1.009 0.723
O -0.312 1.323 0.359
O -1.014 -1.002 0.296
H 0.074 2.786 -0.998
H -0.241 -2.770 1.144
*
```

The calculation puts the energy relative to the best compared isomer or geometry (same formula, charge and spin) at 4.687 eV. The value obtained for the HOMO energy is -0.3673 hartree. The electronic energy comes out at -375.33929 hartree. The lowest unoccupied orbital energy comes out at -0.407 eV.

# 3
2 unconnected molecules or ions with the total composition C4H13NO in a non-equilibrium geometry. Source: the Open Molecules 2025 dataset; level of theory: wB97M-V/def2-TZVPD.

```
! wB97M-V def2-TZVPD RIJCOSX def2/J DEFGRID3
* xyz 0 1
C 0.044 3.697 1.012
C -0.611 4.819 1.813
C 0.348 5.566 2.759
H 0.864 3.942 0.336
H -0.584 3.044 0.594
H 0.554 3.028 1.805
H -1.437 4.494 2.385
H -0.876 5.602 0.937
H 1.063 6.304 2.191
H -0.049 6.240 3.518
H 1.060 4.913 3.214
N -0.370 -3.517 -1.738
C 0.131 -4.813 -1.285
O 0.410 -5.758 -2.418
H 0.335 -3.080 -2.371
H -1.380 -3.631 -2.113
H 1.226 -4.861 -0.772
H -0.775 -5.385 -0.749
H -0.163 -5.534 -3.253
*
```

The calculation puts the energy relative to the best compared isomer or geometry (same formula, charge and spin) at 2.361 eV. The value obtained for the HOMO energy is -0.3602 hartree. The electronic energy comes out at -290.11017 hartree. Its structure (SMILES) is CCC.NCO. The lowest unoccupied orbital energy comes out at 0.960 eV.

# 4
10 unconnected molecules or ions with the total composition C30H60O30 in a non-equilibrium geometry. Source: the Open Molecules 2025 dataset; level of theory: wB97M-V/def2-TZVPD.

```
! wB97M-V def2-TZVPD RIJCOSX def2/J DEFGRID3
* xyz 0 1
C 2.727 -0.034 -0.006
O 1.984 0.667 -1.004
C 0.884 1.296 -0.585
O 0.501 1.365 0.550
O 0.289 1.808 -1.653
C -0.989 2.441 -1.491
H 2.906 0.635 0.838
H 3.685 -0.253 -0.464
H 2.262 -0.937 0.373
H -1.400 2.427 -2.498
H -0.888 3.474 -1.168
H -1.605 1.842 -0.833
C -2.760 5.430 -0.073
O -4.037 4.820 -0.081
C -4.966 5.437 -0.816
O -4.814 6.466 -1.418
O -6.076 4.706 -0.769
C -7.231 5.306 -1.372
H -1.996 4.685 0.154
H -2.672 6.143 0.750
H -2.495 5.903 -1.014
H -7.683 5.984 -0.648
H -7.894 4.479 -1.595
H -6.962 5.873 -2.258
C -3.871 0.699 -7.157
O -3.317 1.346 -6.010
C -3.805 2.573 -5.772
O -4.677 3.109 -6.397
O -3.170 3.058 -4.725
C -3.577 4.365 -4.284
H -4.950 0.575 -7.059
H -3.400 -0.279 -7.197
H -3.677 1.244 -8.079
H -4.649 4.473 -4.457
H -3.112 5.130 -4.910
H -3.285 4.462 -3.248
C -4.437 -1.416 -3.554
O -3.563 -1.970 -2.583
C -3.085 -1.111 -1.678
O -3.272 0.080 -1.687
O -2.365 -1.796 -0.808
C -1.736 -1.027 0.220
H -4.956 -0.534 -3.186
H -5.155 -2.180 -3.840
H -3.866 -1.120 -4.439
H -0.667 -1.247 0.204
H -2.122 -1.410 1.163
H -1.853 0.039 0.078
C 1.236 -5.141 -3.675
O 1.364 -3.863 -4.258
C 0.576 -2.913 -3.775
O -0.171 -3.019 -2.837
O 0.849 -1.793 -4.442
C 0.123 -0.633 -4.062
H 1.916 -5.823 -4.173
H 0.228 -5.560 -3.770
H 1.427 -5.122 -2.604
H -0.046 0.003 -4.927
H 0.725 -0.066 -3.350
H -0.832 -0.881 -3.604
C -2.540 2.065 2.088
O -3.167 2.852 3.077
C -2.436 3.859 3.578
O -1.329 4.145 3.229
O -3.085 4.529 4.529
C -4.438 4.197 4.819
H -1.607 1.593 2.396
H -2.326 2.604 1.165
H -3.262 1.284 1.850
H -5.100 4.458 3.997
H -4.709 4.756 5.711
H -4.536 3.141 5.071
C 4.676 -2.596 2.196
O 5.980 -2.623 2.755
C 6.410 -3.621 3.497
O 7.447 -3.629 4.086
O 5.524 -4.648 3.513
C 5.968 -5.823 4.145
H 4.695 -1.878 1.387
H 3.887 -2.470 2.936
H 4.431 -3.544 1.707
H 6.334 -5.628 5.158
H 6.791 -6.287 3.600
H 5.145 -6.525 4.252
C 4.173 3.875 7.197
O 4.504 2.959 6.161
C 3.462 2.517 5.431
O 2.448 3.119 5.228
O 3.766 1.314 4.964
C 2.853 0.734 4.033
H 5.055 4.480 7.377
H 3.871 3.335 8.096
H 3.342 4.514 6.903
H 2.215 0.064 4.618
H 3.390 0.094 3.340
H 2.212 1.458 3.538
C 4.298 -5.564 -0.950
O 3.865 -4.739 -2.031
C 4.032 -3.416 -1.837
O 4.556 -2.940 -0.864
O 3.687 -2.776 -2.943
C 4.366 -1.545 -3.176
H 5.169 -5.165 -0.437
H 4.516 -6.543 -1.365
H 3.512 -5.677 -0.198
H 4.109 -1.249 -4.188
H 5.447 -1.727 -3.194
H 4.155 -0.781 -2.438
C -1.009 -2.908 4.297
O -0.835 -3.541 3.036
C 0.275 -3.272 2.358
O 1.147 -2.523 2.707
O 0.240 -3.942 1.210
C 1.292 -3.645 0.304
H -1.856 -2.221 4.243
H -0.152 -2.292 4.564
H -1.202 -3.671 5.044
H 1.301 -2.586 0.077
H 1.177 -4.243 -0.594
H 2.270 -3.928 0.706
*
```

The calculation puts the energy relative to the best compared isomer or geometry (same formula, charge and spin) at 0.318 eV. The value obtained for the HOMO energy is -0.3881 hartree. The electronic energy comes out at -3436.33846 hartree. Its structure (SMILES) is COC(=O)OC.COC(=O)OC.COC(=O)OC.COC(=O)OC.COC(=O)OC.COC(=O)OC.COC(=O)OC.COC(=O)OC.COC(=O)OC.COC(=O)OC. The lowest unoccupied orbital energy comes out at 0.461 eV.

# 5
11 unconnected molecules or ions with the total composition C44H88O22S5 in a non-equilibrium geometry. Source: the Open Molecules 2025 dataset; level of theory: wB97M-V/def2-TZVPD.

```
! wB97M-V def2-TZVPD RIJCOSX def2/J DEFGRID3
* xyz 0 1
O -6.541 -2.409 -2.273
C -6.739 -1.491 -3.078
O -5.746 -0.886 -3.783
C -4.434 -1.494 -3.662
C -3.812 -1.380 -5.053
C -8.017 -0.775 -3.237
H -4.586 -2.526 -3.296
H -3.846 -0.957 -2.883
H -4.539 -1.556 -5.874
H -3.005 -2.148 -5.118
H -3.392 -0.421 -5.250
H -8.700 -1.435 -3.823
H -7.955 0.203 -3.637
H -8.496 -0.715 -2.298
O -3.914 -3.304 1.440
C -4.173 -2.522 2.326
O -4.915 -1.419 2.145
C -5.636 -1.294 0.869
C -4.957 -0.245 -0.028
C -3.638 -2.574 3.739
H -6.622 -1.047 1.176
H -5.699 -2.274 0.312
H -5.610 0.041 -0.834
H -4.076 -0.610 -0.463
H -4.748 0.622 0.600
H -3.930 -1.712 4.323
H -2.545 -2.688 3.639
H -3.973 -3.591 4.102
O -0.284 3.779 -1.821
C -0.513 4.103 -2.980
O -0.500 3.271 -4.061
C -0.415 1.841 -3.882
C -0.244 1.218 -5.306
C -0.724 5.564 -3.459
H -1.423 1.602 -3.524
H 0.422 1.438 -3.266
H -1.093 1.443 -5.893
H -0.240 0.093 -5.259
H 0.721 1.541 -5.732
H -0.617 6.227 -2.638
H -1.727 5.611 -3.853
H 0.080 5.899 -4.147
O 5.041 -3.893 -1.415
C 4.289 -3.904 -2.329
O 3.833 -5.036 -2.869
C 4.354 -6.276 -2.332
C 3.718 -7.414 -3.149
C 3.690 -2.606 -2.819
H 4.076 -6.377 -1.287
H 5.444 -6.258 -2.375
H 4.182 -8.430 -3.135
H 3.847 -7.100 -4.174
H 2.632 -7.472 -2.915
H 3.202 -2.061 -2.040
H 2.999 -2.732 -3.670
H 4.449 -1.894 -3.153
O -0.287 -0.285 2.788
C 0.086 0.496 3.625
O -0.669 0.867 4.675
C -2.059 0.365 4.667
C -2.798 1.093 5.780
C 1.408 1.110 3.709
H -2.090 -0.703 4.914
H -2.479 0.514 3.659
H -2.410 0.777 6.776
H -3.892 0.814 5.773
H -2.699 2.169 5.633
H 2.082 0.494 4.309
H 1.201 2.036 4.264
H 1.804 1.363 2.705
O -1.877 3.755 2.479
C -3.038 3.609 2.160
O -3.886 2.937 2.990
C -5.220 2.682 2.613
C -5.838 1.749 3.634
C -3.581 4.136 0.894
H -5.246 2.255 1.655
H -5.811 3.570 2.529
H -5.570 0.696 3.458
H -6.917 1.812 3.486
H -5.542 2.148 4.569
H -3.732 3.336 0.189
H -2.847 4.812 0.479
H -4.579 4.560 0.838
C -1.199 -4.789 -2.156
C -1.910 -4.850 -0.806
C -0.872 -4.562 0.237
S 0.647 -5.342 -0.348
O 0.963 -6.646 0.233
O 1.769 -4.405 -0.323
C 0.136 -5.489 -2.062
H -0.916 -3.738 -2.200
H -1.698 -5.009 -3.077
H -2.236 -5.849 -0.617
H -2.773 -4.177 -0.664
H -1.127 -5.065 1.170
H -0.839 -3.435 0.381
H 0.233 -6.557 -2.327
H 0.855 -5.015 -2.665
C 1.552 5.525 1.403
C 2.325 6.727 0.847
C 1.411 7.642 0.074
S -0.266 7.469 0.950
O -1.380 7.123 0.073
O -0.407 8.666 1.744
C 0.202 6.050 1.933
H 2.063 5.032 2.175
H 1.410 4.858 0.569
H 3.176 6.472 0.171
H 2.736 7.210 1.725
H 1.401 7.315 -0.945
H 1.654 8.712 0.133
H -0.654 5.419 1.748
H 0.231 6.387 2.967
C 4.601 -4.128 1.702
C 3.768 -3.494 2.757
C 3.903 -1.987 2.460
S 5.561 -1.707 1.852
O 6.359 -1.129 2.916
O 5.606 -0.939 0.619
C 5.915 -3.392 1.455
H 3.943 -4.196 0.787
H 4.797 -5.179 1.994
H 4.332 -3.623 3.725
H 2.746 -3.823 2.818
H 3.641 -1.356 3.310
H 3.188 -1.726 1.616
H 6.684 -3.683 2.216
H 6.326 -3.408 0.470
C 1.699 0.189 -0.456
C 0.745 1.373 0.075
C -0.696 0.979 -0.228
S -0.637 -0.708 -0.731
O -0.664 -0.727 -2.202
O -1.635 -1.487 -0.043
C 0.978 -1.100 -0.073
H 2.679 0.193 0.093
H 1.763 0.151 -1.544
H 0.945 2.432 -0.253
H 0.853 1.437 1.164
H -0.810 1.474 -1.228
H -1.388 1.097 0.554
H 1.289 -1.955 -0.573
H 0.912 -1.222 1.002
C 6.302 1.929 1.369
C 4.755 1.980 0.940
C 4.689 2.068 -0.580
S 6.261 2.574 -1.133
O 6.419 3.983 -0.960
O 6.584 2.003 -2.393
C 7.165 1.817 0.140
H 6.407 1.100 1.973
H 6.517 2.849 1.829
H 4.161 2.762 1.431
H 4.341 1.010 1.217
H 4.082 2.861 -0.933
H 4.444 1.203 -1.181
H 8.190 2.285 0.124
H 7.325 0.804 -0.278
*
```

The calculation puts the energy relative to the best compared isomer or geometry (same formula, charge and spin) at 0.000 eV. The value obtained for the HOMO energy is -0.3676 hartree. The electronic energy comes out at -5375.48080 hartree. Its structure (SMILES) is O=S1(=O)CCCC1.O=S1(=O)CCCC1.O=S1(=O)CCCC1.O=S1(=O)CCCC1.O=S1(=O)CCCC1.CCOC(C)=O.CCOC(C)=O.CCOC(C)=O.CCOC(C)=O.CCOC(C)=O.CCOC(C)=O. The lowest unoccupied orbital energy comes out at 0.264 eV.